(1)
{"formula": "CH3ClN2O2", "method": "ωB97M-V with the def2-TZVPD basis set", "elements": ["C", "N", "N", "O", "O", "Cl", "H", "H", "H"], "xyz": [[1.07121, -0.40157, 0.05737], [-0.29889, -0.20636, 0.34662], [-0.98766, 0.95496, -0.04603], [-0.20902, 1.91696, -0.05157], [-2.17334, 0.99091, -0.00674], [-1.66247, -1.82767, -0.14807], [1.53593, -0.59889, 1.04847], [1.36453, -1.26209, -0.74876], [1.35969, 0.43376, -0.45130]], "atomic_forces_ev_per_a": [[0.6, -4.1, -0.7], [-4.0, -3.3, -0.3], [1.6, 1.3, 1.4], [-0.7, -0.5, -0.7], [-0.4, -0.3, -0.7], [2.5, 2.4, 0.7], [0.2, 0.2, -1.0], [-1.2, 1.6, 2.1], [1.4, 2.5, -0.8]], "max_force_ev_per_a": 5.209, "homo_ev": -11.0, "e_tot_ev": -20676.6872, "orbital_gap_ev": 8.485, "lumo_energy_ev": -2.5, "relative_energy_kcal_mol": 98.64, "molar_mass_da": 110.50}



(2)
{"formula": "C3H7N5O", "method": "ωB97M-V with the def2-TZVPD basis set", "elements": ["O", "N", "C", "C", "N", "N", "C", "N", "N", "H", "H", "H", "H", "H", "H", "H"], "xyz": [[2.92757, 0.19960, -0.53159], [1.88878, -0.72477, -0.18685], [0.80098, -0.26188, 0.23194], [0.48030, 1.19216, 0.28861], [-1.03208, 1.28977, 0.70254], [-1.71895, 1.02410, -0.47412], [-1.94442, -0.13995, -0.80395], [-1.60472, -1.27599, 0.00772], [-0.23119, -1.34574, 0.68666], [3.79233, -0.30116, 0.04773], [0.78214, 1.35457, -0.76366], [1.11051, 1.74219, 1.07129], [-0.96688, 2.34842, 0.46241], [-2.91334, -0.56953, -1.42532], [-1.83608, -2.32986, -0.32158], [-0.52333, -1.35514, 1.73070]], "atomic_forces_ev_per_a": [[2.6, -2.1, 3.1], [0.8, -1.7, 0.2], [-1.6, -1.6, 1.7], [-0.2, -1.4, 1.6], [3.9, 4.3, -2.2], [-1.6, 1.3, -1.8], [-3.4, -5.8, 0.8], [1.7, -2.2, -0.4], [-0.9, 1.0, 0.1], [-3.8, 2.3, -2.9], [-0.8, 1.7, 0.4], [-0.8, -0.7, -1.3], [-0.9, -1.6, 2.0], [2.8, 1.9, 0.6], [0.9, 3.8, 0.4], [1.3, 0.9, -2.3]], "max_force_ev_per_a": 6.744, "homo_ev": -8.6, "e_tot_ev": -12714.9247, "smiles": "O/N=C1\\CNN=CNN1", "orbital_gap_ev": 9.230, "lumo_energy_ev": 0.6, "relative_energy_kcal_mol": 178.10, "molar_mass_da": 129.12}